{
  "formula": "C22H52AlB2BeCl6F9IN5O11P3S2",
  "method": "ωB97M-V with the def2-TZVPD basis set",
  "elements": ["C", "C", "F", "C", "C", "P", "O", "O", "S", "C", "P", "C", "C", "N", "C", "N", "N", "C", "B", "N", "O", "P", "O", "I", "H", "H", "H", "H", "H", "H", "H", "H", "H", "H", "H", "H", "H", "H", "H", "H", "H", "H", "H", "H", "H", "H", "H", "C", "Cl", "Cl", "Cl", "Cl", "C", "C", "O", "C", "H", "H", "H", "H", "H", "H", "C", "C", "O", "H", "H", "H", "H", "H", "H", "C", "C", "C", "S", "O", "O", "C", "H", "H", "H", "H", "H", "H", "H", "H", "Cl", "C", "C", "Cl", "H", "H", "H", "H", "C", "N", "O", "O", "H", "H", "H", "O", "H", "H", "F", "Al", "F", "F", "F", "Be", "B", "F", "F", "F", "F"],
  "positions_angstrom": [[4.904576, -6.346946, -1.264184], [3.459956, -6.531052, -0.775581], [3.511922, -6.684124, 0.605858], [2.591134, -5.438644, -1.400245], [1.317143, -4.815487, -0.778086], [0.554755, -3.936388, -2.301894], [-0.717428, -3.013375, -1.895788], [0.209123, -4.970483, -3.507648], [1.834500, -2.707391, -3.089611], [1.779913, -3.604132, 0.050282], [3.023359, -3.939850, 1.388912], [2.455674, -4.820950, 2.872650], [4.037911, -2.478179, 1.741365], [0.703206, -2.829121, 0.648698], [-0.273222, -3.548175, 1.242339], [-1.214325, -2.887686, 1.890944], [-0.258466, -4.891520, 1.241263], [0.208793, -5.588441, -0.044512], [0.536054, -7.101198, 0.453483], [0.369409, -7.502239, 1.817653], [0.912358, -8.064966, -0.462374], [-1.427372, -5.964361, -1.015684], [-1.883279, -7.487705, -0.607518], [-3.291617, -4.576433, -0.188579], [5.491508, -7.235900, -1.058084], [5.307988, -5.526441, -0.659875], [4.943092, -6.030064, -2.303467], [3.167127, -7.495095, -1.191027], [3.252131, -4.593107, -1.608004], [2.368154, -5.796440, -2.408064], [-1.442379, -3.167321, -2.522038], [0.355956, -5.883215, -3.223229], [2.321551, -2.904014, -0.594754], [2.679015, -5.877174, 2.734040], [3.102433, -4.502477, 3.695306], [1.434143, -4.630759, 3.197514], [5.075971, -2.776903, 1.601688], [3.893152, -2.143214, 2.766583], [3.791288, -1.669657, 1.053526], [0.380331, -2.048788, 0.081170], [-1.623789, -2.034638, 1.548145], [-1.477307, -3.226516, 2.818635], [-1.088932, -5.321016, 1.623443], [0.768432, -6.859694, 2.490147], [0.826627, -8.394920, 1.956726], [1.643639, -8.550626, -0.067710], [-2.357865, -7.489741, 0.237074], [1.653245, -0.399900, -6.330006], [2.388906, -1.817180, -7.074829], [1.331692, 0.801689, -7.569532], [0.126865, -0.796646, -5.522346], [2.718743, 0.251061, -5.035999], [-1.721848, 3.865347, -4.096888], [-0.795264, 3.185549, -3.126942], [-0.568340, 3.696041, -2.062878], [-0.189195, 1.865942, -3.525147], [-2.075996, 4.793295, -3.654531], [-1.209948, 4.095566, -5.033056], [-2.583632, 3.218233, -4.284224], [0.408359, 2.001971, -4.423598], [-0.985661, 1.146453, -3.704461], [0.449756, 1.498253, -2.723904], [-2.751718, 3.330509, 1.721207], [-1.678501, 2.252644, 1.694990], [-1.277232, 2.009957, 0.351310], [-3.615111, 3.027756, 1.129205], [-3.075192, 3.527408, 2.742838], [-2.376052, 4.259135, 1.288084], [-2.058911, 1.319887, 2.107365], [-0.805113, 2.560439, 2.286313], [-0.925676, 2.839697, 0.001594], [0.475373, 7.988271, 3.389982], [0.265718, 7.680570, 1.899616], [-0.709260, 6.503072, 1.812571], [-1.736923, 6.583275, 3.287540], [-1.463226, 5.417877, 4.099084], [-3.074105, 6.950666, 2.914044], [-0.916843, 7.994498, 4.017746], [0.983425, 8.939770, 3.537899], [1.085341, 7.204648, 3.846303], [-0.165177, 8.552887, 1.405586], [1.198529, 7.454802, 1.400313], [-1.346920, 6.567841, 0.932586], [-0.184427, 5.547334, 1.823220], [-0.904499, 7.891885, 5.100356], [-1.474958, 8.885108, 3.731487], [2.596059, 3.073235, -5.550561], [3.050098, 4.801118, -5.584888], [2.145243, 5.626105, -4.688711], [0.494093, 5.662528, -5.364435], [2.995985, 5.143311, -6.615122], [4.085873, 4.869658, -5.257286], [2.503760, 6.652219, -4.633528], [2.095034, 5.234028, -3.675607], [-2.181672, 2.137348, 5.583740], [-1.715683, 0.730505, 5.436531], [-2.256844, -0.114544, 6.105818], [-0.818195, 0.530436, 4.633222], [-2.976527, 2.160848, 6.319280], [-1.333524, 2.732372, 5.907995], [-2.540242, 2.468304, 4.614444], [1.199723, 6.648985, -0.752440], [1.800058, 5.998737, -0.374084], [0.339716, 6.214228, -0.733213], [-1.395772, -3.468356, 4.788218], [-3.081642, -3.757039, 5.031723], [-3.967535, -2.795788, 3.940372], [-3.478410, -3.390819, 6.631375], [-3.359889, -5.412961, 4.694106], [-6.247555, -4.495931, -0.619757], [-5.313402, 4.792493, -2.995186], [-6.363514, 5.692582, -3.155416], [-4.848160, 4.374692, -4.257131], [-4.247862, 5.409417, -2.303936], [-5.751782, 3.673241, -2.267908]],
  "forces_ev_per_angstrom": [[-0.4581, 0.7710, 0.9673], [1.2385, -1.1989, -1.7689], [-0.7115, 0.3585, 0.2647], [-0.0005, -0.0869, 0.3210], [-1.1313, 0.8514, -0.6596], [2.3135, 2.0068, -2.6478], [-0.3792, -1.7395, 0.3087], [-0.3356, 0.1213, 1.5250], [0.1409, -0.0935, 0.6240], [-0.2040, 0.5021, 0.8787], [0.5500, -0.6298, -0.0805], [0.5543, 0.4151, 0.2784], [-0.4813, -0.0075, 0.0489], [0.1478, -1.2095, -1.2890], [-0.8033, 0.5662, 0.7048], [-0.4904, -0.4425, 0.3971], [1.3271, 1.0088, -0.8997], [-1.0717, -1.4395, 2.3058], [0.2518, -0.8106, 0.1409], [1.1851, 0.7357, -0.6858], [0.2380, 0.9799, -0.1942], [0.5221, -0.8746, -2.0956], [0.0984, 1.3876, 0.5717], [-0.5105, 0.0583, 0.4296], [0.0463, -0.0694, -0.2273], [0.2047, -0.0046, -0.1407], [0.0380, -0.2935, -0.1119], [-0.4425, -0.0020, 0.3513], [-0.1838, 0.1752, 0.1369], [0.0639, -0.2504, 0.0851], [-0.2371, 0.2063, 0.0470], [-0.4215, -0.2884, -0.2742], [0.0251, -0.2593, -0.2542], [-0.2958, -0.0637, -0.1084], [0.0337, 0.1400, -0.0952], [-0.1441, -0.0026, -0.1432], [0.0685, 0.1052, 0.0024], [-0.0304, 0.0449, 0.0767], [0.0554, -0.0018, -0.0351], [0.1464, 0.4492, 0.4224], [0.4832, 0.4978, 0.3826], [-0.5845, 0.0107, 0.3552], [0.0216, 0.0595, 0.4557], [-0.6320, 0.0914, 0.3419], [-0.4671, -0.2967, 0.3193], [-0.1616, -0.5905, -0.1981], [-0.0033, -0.5717, 0.1800], [0.0571, 0.1685, 0.3662], [-0.0857, 0.0347, 0.2240], [0.0930, -0.0562, 0.0409], [-0.1973, -0.3392, -0.3189], [-0.0100, -0.7872, -0.4936], [-0.5923, 0.2603, -0.1335], [-0.3320, 0.3324, -0.3064], [0.3780, -0.0683, 0.4861], [0.2853, -0.2874, 0.3992], [-0.1330, -0.0666, 0.0159], [-0.1102, -0.4961, 0.1952], [-0.0031, -0.0049, 0.0444], [-0.1640, 0.0554, -0.1228], [-0.0946, 0.1155, -0.1435], [0.0038, 0.0198, 0.0061], [-0.0694, -0.1257, 0.0556], [-0.1216, 0.5315, -0.1101], [0.2778, -0.3125, -0.0090], [0.0157, -0.0429, -0.0045], [0.0175, 0.1382, -0.0217], [-0.0185, 0.0244, 0.0800], [0.0930, -0.1179, -0.0757], [-0.1155, -0.0744, 0.1031], [-0.1626, -0.0999, -0.1983], [-0.1071, -0.1080, -0.0912], [-0.0300, 0.2164, 0.4450], [0.3165, 0.0669, -0.3262], [0.1225, 0.3531, -0.1224], [-0.1567, -0.0783, -0.0154], [-0.1476, -0.3029, 0.1689], [0.3946, 0.1676, 0.1061], [-0.0062, -0.0014, 0.0169], [-0.0094, 0.0253, 0.0447], [-0.0053, -0.0177, -0.0191], [0.0149, 0.0445, -0.0329], [-0.1695, -0.0832, 0.1164], [-0.0742, -0.0344, 0.1239], [-0.1452, -0.0956, -0.0081], [-0.0797, -0.0564, -0.0193], [0.3063, 0.8388, 0.0082], [-0.0835, 0.2729, 0.1568], [0.2101, -0.0417, -0.2367], [0.3997, 0.4285, 0.0194], [-0.0876, -0.0441, -0.0047], [-0.0355, -0.0461, 0.1059], [-0.0281, 0.0130, -0.0968], [-0.0625, -0.0862, -0.0412], [-0.0841, 0.0678, 0.1558], [-0.2185, 0.0961, 0.0844], [0.1137, -0.1025, -0.0612], [0.0611, -0.0435, -0.1050], [0.0016, -0.0923, 0.0077], [0.0286, 0.0391, -0.1535], [0.1356, 0.0515, -0.0164], [0.0858, -0.2248, -0.1996], [0.0414, -0.0093, -0.0535], [-0.0395, 0.0240, -0.1704], [-0.1996, -0.1629, -0.9709], [-0.5054, -0.1332, 1.2302], [0.5037, -0.2682, -0.2957], [0.1567, -0.1592, -0.6025], [0.2697, 0.5433, -0.3297], [0.1863, 0.0331, 0.0955], [-0.1176, 0.1934, 0.1163], [-0.0134, -0.0037, -0.0184], [0.2146, -0.1536, -0.2211], [0.1859, -0.0794, 0.0298], [0.0727, -0.1642, 0.0875]],
  "lowdin_charge": [-0.01, -0.38, -0.04, -0.15, -0.41, 0.30, -0.26, -0.22, 0.40, -0.45, 1.15, -0.20, -0.20, 0.12, -0.44, 0.22, 0.09, -0.36, -0.71, 0.23, 0.13, 0.66, -0.32, 0.58, 0.09, 0.08, 0.10, 0.13, 0.08, 0.12, 0.08, 0.06, 0.06, 0.04, 0.07, 0.06, 0.06, 0.06, 0.06, 0.17, 0.14, 0.10, 0.11, 0.07, 0.11, 0.11, 0.06, -2.00, 0.55, 0.55, 0.51, 0.45, -0.02, -0.43, 0.15, -0.03, 0.09, 0.02, 0.11, 0.01, 0.08, 0.09, -0.06, -0.30, -0.07, 0.09, 0.06, 0.06, 0.10, 0.12, 0.05, -0.21, -0.22, -0.24, 0.66, -0.34, -0.30, -0.23, 0.12, 0.12, 0.13, 0.09, 0.10, 0.10, 0.11, 0.11, 0.53, -0.62, -0.62, 0.65, 0.07, 0.08, 0.08, 0.06, 0.06, -0.44, 0.10, 0.02, 0.10, 0.10, 0.07, -0.05, 0.05, 0.03, -0.20, -0.16, -0.19, -0.17, -0.21, 0.56, -1.25, 0.13, 0.10, 0.09, 0.11],
  "orbital_gap_ev": 1.48,
  "charge": 1,
  "homo_energy_ev": -11.23,
  "e_tot_ev": -219208.823,
  "fmax_ev_per_a": 4.0,
  "molar_mass_g_mol": 1287.96
}